The following is a DFT calculation (the ωB97M-V functional and the def2-TZVPD basis) of one molecule with the formula C22H17BrN6O at a distorted geometry.

Structure (ORCA input):
```
! RIJCOSX wB97M-V def2-TZVPD def2/J DEFGRID3
* xyz 0 1
Br -5.397 -2.216 -1.317
C -4.569 -1.559 0.323
C -4.569 -0.245 0.736
C -3.885 0.134 1.885
C -3.294 -0.821 2.751
C -3.401 -2.172 2.471
C -2.698 -3.230 3.292
N -3.069 -3.841 4.483
N -2.218 -4.767 4.824
C -1.378 -4.821 3.831
N -0.379 -5.681 3.818
C 0.328 -5.757 2.679
N 0.255 -4.884 1.658
C -0.692 -3.947 1.889
C -0.705 -2.960 0.846
C -0.576 -1.937 0.188
C -0.517 -0.585 -0.390
C -0.715 -0.444 -1.769
C -0.274 0.842 -2.234
C 0.216 1.795 -1.375
N 0.678 3.001 -1.910
C 0.534 4.323 -1.214
C 1.843 4.768 -0.602
O 2.836 4.784 -1.591
C 3.179 3.435 -1.925
C 1.953 2.803 -2.709
N 0.363 1.611 -0.054
C -0.037 0.427 0.426
C -1.606 -3.974 2.874
C -4.000 -2.493 1.228
H -5.052 0.501 0.155
H -3.969 1.169 2.068
H -2.791 -0.584 3.679
H -3.982 -3.581 4.903
H 1.033 -6.630 2.472
H -1.156 -1.399 -2.292
H -0.227 1.109 -3.246
H 0.348 5.165 -1.915
H -0.158 4.286 -0.336
H 1.884 5.885 -0.130
H 2.106 4.132 0.164
H 3.379 2.903 -0.971
H 4.046 3.400 -2.616
H 1.838 3.197 -3.746
H 2.184 1.725 -2.808
H 0.197 0.334 1.474
H -4.088 -3.560 0.963
*
```

Properties
Energy relative to the best compared isomer or geometry (same formula, charge and spin) (kcal per mole): 111.28
E (a.u.): -3826.15350
E_LUMO (eV): -0.61
SMILES: Brc1cccc(-c2[nH]nc3ncnc(C#Cc4ccc(N5CCOCC5)nc4)c23)c1
HOMO level (Ha): -0.3015
Kohn-Sham gap (hartree): 0.279